C25H60GaN12 as an isolated structure. Source: OMol25; level of theory: ωB97M-V/def2-TZVPD.

Last column: Löwdin charge in e.
CARTESIAN COORDINATES (ANGSTROEM)
Ga1 -0.85597 0.08484 1.00392  0.5058
C1 -2.94156 3.87285 -0.00211  -0.0141
N1 -2.29568 3.97506 1.30318  -0.1188
C2 -2.39286 5.29922 1.92938  -0.0047
C3 -1.58284 2.96893 1.82941  -0.3693
N2 -0.91819 2.09381 1.05352  0.0288
C4 -0.29219 2.66238 -0.15157  -0.1798
C5 1.09741 2.07771 -0.24565  -0.1511
N3 0.98882 0.61225 -0.43450  -0.1806
C6 0.99583 0.37394 -1.90369  -0.1270
C7 0.61629 -1.02562 -2.38519  -0.1294
N4 -0.78263 -1.09772 -2.77722  0.0979
C8 -1.22653 -1.53854 -3.96624  -0.3241
N5 -2.35945 -1.03054 -4.46014  -0.1106
C9 -3.26995 -1.81276 -5.30174  -0.0069
C10 -2.86990 0.26519 -4.02566  -0.0123
N6 -0.53931 -2.46723 -4.64459  -0.1225
C11 -0.50234 -2.50582 -6.10885  -0.0090
C12 0.18817 -3.53967 -3.97056  -0.0165
C13 2.15506 -0.05692 0.17785  -0.1457
C14 1.93926 -0.20828 1.67354  -0.1748
N7 0.63818 -0.85746 1.86294  0.0131
C15 0.58896 -1.94604 2.66020  -0.3830
N8 1.27012 -2.00595 3.81083  -0.1084
C16 1.63378 -0.81050 4.56316  -0.0131
C17 1.84824 -3.24794 4.33870  -0.0003
N9 -0.14441 -3.00156 2.26229  -0.1141
C18 -0.81878 -3.91651 3.18449  -0.0283
C19 -0.15501 -3.38994 0.85177  -0.0064
N10 -1.55487 2.83366 3.17874  -0.1568
C20 -0.32671 2.49066 3.88760  -0.0192
C21 -2.63458 3.30869 4.04665  -0.0240
H1 -3.94462 4.29064 0.07822  0.1118
H2 -3.01928 2.83024 -0.29910  0.0800
H3 -2.39931 4.43023 -0.76768  0.1047
H4 -2.17463 6.04835 1.16873  0.1099
H5 -1.65537 5.39980 2.72042  0.0996
H6 -3.39034 5.48763 2.32459  0.1052
H7 -0.22482 3.74742 -0.07278  0.1397
H8 -0.86411 2.43544 -1.05666  0.1089
H9 1.62274 2.28589 0.68652  0.1273
H10 1.67893 2.52817 -1.05506  0.1444
H11 2.00115 0.61326 -2.26635  0.1406
H12 0.31787 1.09134 -2.36676  0.1239
H13 0.84825 -1.77787 -1.62707  0.1021
H14 1.22372 -1.26098 -3.25701  0.1308
H15 -3.28818 -1.43302 -6.32273  0.1074
H16 -4.27342 -1.73845 -4.88352  0.1056
H17 -2.97648 -2.85742 -5.30587  0.0961
H18 -2.04710 0.92003 -3.74822  0.0907
H19 -3.56086 0.16462 -3.18449  0.0865
H20 -3.40649 0.71924 -4.85632  0.1079
H21 -0.89276 -1.57884 -6.51784  0.1000
H22 -1.06931 -3.34875 -6.50394  0.1035
H23 0.53622 -2.61118 -6.42137  0.1078
H24 -0.08682 -3.57394 -2.91920  0.0870
H25 1.26843 -3.42069 -4.06705  0.1019
H26 -0.09149 -4.48837 -4.42863  0.1090
H27 3.07487 0.49439 -0.04316  0.1486
H28 2.25388 -1.05186 -0.25624  0.1206
H29 1.99192 0.76236 2.17714  0.1046
H30 2.73860 -0.82110 2.08992  0.1384
H31 1.04976 0.03766 4.22041  0.0594
H32 2.69502 -0.57944 4.45690  0.1096
H33 1.42772 -0.98642 5.61883  0.1135
H34 1.85237 -4.01903 3.57488  0.0995
H35 1.31214 -3.60077 5.21932  0.1067
H36 2.88028 -3.04352 4.62176  0.1091
H37 -0.29037 -4.86523 3.27998  0.1040
H38 -1.81742 -4.12385 2.79957  0.0923
H39 -0.91338 -3.45866 4.16535  0.1001
H40 0.79674 -3.13341 0.39107  0.0922
H41 -0.96317 -2.92583 0.29160  0.0547
H42 -0.28139 -4.47047 0.79840  0.1130
H43 0.40750 2.09530 3.19162  0.0688
H44 -0.54110 1.75437 4.66427  0.0899
H45 0.08541 3.37575 4.37755  0.1146
H46 -2.38239 4.24661 4.54248  0.1051
H47 -2.80948 2.55891 4.82012  0.1022
H48 -3.54825 3.43724 3.47356  0.1021
N11 -2.15716 -0.29052 -0.31847  -0.0765
C22 -3.02889 -1.46462 -0.47287  -0.2913
C23 -3.63496 -2.10524 0.77976  -0.1721
C24 -4.16122 -1.15434 1.85736  -0.1679
C25 -3.23115 -1.00450 3.04965  -0.1856
N12 -2.07635 -0.08686 2.80830  0.0464
H49 -2.74238 0.53818 -0.31827  0.0387
H50 -1.42776 -0.66829 -2.11039  0.0780
H51 -2.48263 -2.24388 -1.01507  0.0909
H52 -3.84679 -1.17953 -1.14164  0.1141
H53 -2.90864 -2.78019 1.24216  0.0811
H54 -4.44729 -2.75093 0.44083  0.1263
H55 -5.09896 -1.54924 2.24984  0.1270
H56 -4.41100 -0.17179 1.44227  0.1191
H57 -2.82620 -1.98116 3.31681  0.1019
H58 -3.78368 -0.63969 3.91653  0.1292
H59 -1.43388 -0.18534 3.59250  0.0911
H60 -2.42153 0.86790 2.89768  0.0735

Cartesian forces, eV/Å:
-0.1 0.0 0.1
0.0 0.0 0.0
0.0 0.0 0.0
0.0 0.0 0.0
0.0 -0.1 -0.1
0.0 0.1 0.0
0.0 0.0 0.0
0.0 0.0 0.0
0.0 0.0 -0.1
0.0 0.0 0.0
0.0 0.0 0.0
0.1 -0.1 0.0
0.0 0.0 0.0
0.0 0.0 0.0
0.0 0.0 0.0
0.0 0.0 0.0
0.0 0.0 0.0
0.0 0.0 0.0
0.0 0.0 0.0
0.0 0.0 0.0
0.0 0.0 0.0
-0.1 -0.1 0.1
0.0 0.1 0.0
0.0 0.0 0.0
0.0 0.0 0.0
-0.1 0.0 0.0
-0.1 -0.1 0.0
0.1 0.0 0.0
0.0 0.0 0.0
0.0 0.1 0.1
0.0 0.0 0.0
0.0 0.0 0.0
0.0 0.0 0.0
0.0 0.0 0.0
0.0 0.0 0.0
0.0 0.0 0.0
0.0 0.0 0.0
0.0 0.0 0.0
0.0 0.0 0.0
0.0 0.0 0.0
0.0 0.0 0.0
0.0 0.0 0.0
0.0 0.0 0.0
0.0 0.0 0.0
0.0 0.0 0.0
0.0 0.0 0.0
0.0 0.0 0.0
0.0 0.0 0.0
0.0 0.0 0.0
0.0 0.0 0.0
0.0 0.0 0.0
0.0 0.0 0.0
0.0 0.0 0.0
0.0 0.0 0.0
0.0 0.0 0.0
0.0 0.0 0.0
0.0 0.0 0.0
0.0 0.0 0.0
0.0 0.0 0.0
0.0 0.0 0.0
0.0 0.0 0.0
0.0 0.0 0.0
0.0 0.0 0.0
0.0 0.0 0.0
0.0 0.0 0.0
0.0 0.0 0.0
0.0 0.0 0.0
0.0 0.0 0.0
0.0 0.0 0.0
0.0 0.0 0.0
0.0 0.0 0.0
0.0 0.0 0.0
-0.1 0.0 -0.1
0.0 0.0 0.0
0.0 0.0 0.0
0.0 0.0 0.0
0.0 0.0 0.0
0.0 0.0 0.0
0.0 0.0 0.0
0.0 0.0 0.0
0.1 -0.1 0.0
0.0 0.0 0.0
0.0 0.0 0.0
0.0 0.0 0.0
0.0 0.0 0.0
0.0 0.0 0.0
0.0 0.0 0.0
-0.1 0.0 0.0
0.0 0.0 0.0
0.0 0.0 0.0
0.1 0.0 0.0
0.0 0.0 0.0
0.0 0.0 0.0
0.0 0.0 0.0
0.0 0.0 0.0
0.0 0.0 0.0
0.0 0.0 0.0
0.0 0.0 0.0

Output
- LUMO energy: -0.236 hartree
- HOMO: -16.7 eV
- Total energy: -3569.6660 Ha
- Net charge: +3
- 2S+1: 1